(1)
ORCA calculation (ωB97M-V with the def2-TZVPD basis set) on a molecular structure, FK2Li in a non-equilibrium geometry.

```
4
Properties=species:S:1:pos:R:3:forces:R:3
Li 0.6648 -1.0767 -1.3494 -0.7 0.7 -0.2
K 2.1230 0.5280 1.2721 0.0 0.4 0.1
K -2.6321 0.2275 0.5915 0.0 0.2 -0.2
F -0.1557 0.3212 -0.5142 0.8 -1.3 0.3
```
Forces are in eV/Å.

For the total energy, the calculation gives -1306.844146 hartree. The calculation puts the energy above the lowest of the compared OMol25 structures with the same formula, charge and spin at 0.0 kJ/mol. The maximum force is 1.54 eV/A. The value obtained for the highest occupied orbital energy is -19.80 eV. As for the total charge: +2. The value obtained for the LUMO energy is -7.9 eV. The spin multiplicity is 1.

(2)
ORCA calculation (ωB97M-V with the def2-TZVPD basis set) on FNO4S in the gas phase in a non-equilibrium geometry.

```
7
Properties=species:S:1:pos:R:3:forces:R:3
O 1.5660 -0.7618 0.8555 0.0 -0.6 0.8
N 1.0532 -0.0989 0.0314 -0.9 0.6 0.0
O 1.4628 0.4502 -0.9228 1.2 0.6 -1.3
S -0.8030 0.2521 0.1235 0.6 -3.9 -0.1
O -1.2214 0.0403 1.4615 -0.3 -0.4 -0.7
O -1.1176 1.3779 -0.6369 -0.4 0.5 -0.9
F -0.9399 -1.2597 -0.9121 -0.3 3.2 2.2
```
Forces are in eV/Å.

For the total energy, the calculation gives -853.602892 hartree. The calculation puts the energy above the lowest of the compared OMol25 structures with the same formula, charge and spin at 145.6 kJ/mol. The maximum force is 3.91 eV/A. The value obtained for the highest occupied orbital energy is -12.21 eV. The value obtained for the LUMO energy is -1.4 eV. The spin multiplicity is 1. The structure (SMILES) is O=[N+]([O-])S(=O)(=O)F.

(3)
ORCA calculation (ωB97M-V with the def2-TZVPD basis set) on a molecular structure, FRb.

```
2
Properties=species:S:1:pos:R:3:forces:R:3
Rb 0.7207 0.0816 -0.9100 0.2 0.0 -0.2
F -0.7207 -0.0816 0.9100 -0.2 0.0 0.2
```
Forces are in eV/Å.

For the total energy, the calculation gives -123.949100 hartree. The calculation puts the energy above the lowest of the compared OMol25 structures with the same formula, charge and spin at 0.0 kJ/mol. The maximum force is 0.30 eV/A. The value obtained for the highest occupied orbital energy is -8.76 eV. The value obtained for the LUMO energy is -0.6 eV. The spin multiplicity is 1.

(4)
ORCA calculation (ωB97M-V with the def2-TZVPD basis set) on a molecular structure, Fe2N8O24 in a non-equilibrium geometry.

```
34
Properties=species:S:1:pos:R:3:forces:R:3
Fe -0.9171 -0.6769 -2.7979 1.6 0.0 1.6
Fe -0.1495 0.8809 1.5458 1.4 -0.2 0.8
N -1.2336 -1.9882 0.4108 -0.2 -0.7 -0.4
O -1.8461 -2.7734 1.0879 -1.6 -1.7 0.6
O -1.1957 -2.0473 -0.8094 -1.1 -1.0 -4.1
O -0.5645 -1.1423 0.9018 2.9 3.4 2.8
N -0.9847 -0.4502 4.1974 -0.6 -4.9 0.7
O -1.0783 0.3775 3.3435 -0.1 5.0 -2.0
O -0.7194 -0.3457 5.3549 1.6 4.1 4.4
O -1.2485 -1.5865 3.9060 -1.2 -4.2 -2.6
N 1.5266 0.6999 -1.1406 -0.2 -3.8 2.3
O 2.5292 0.0422 -1.1988 4.0 1.4 1.1
O 0.7146 0.3152 -1.9332 -5.0 0.4 -4.6
O 1.1249 1.3880 -0.1902 0.9 2.1 0.9
N 0.2919 3.1725 3.6965 0.7 -1.3 0.6
O -0.2416 4.1047 4.3198 -0.8 0.9 -0.5
O -0.0719 2.8455 2.5257 -0.9 0.8 -0.9
O 1.1737 2.5246 4.2171 0.6 0.0 0.6
N -2.3908 1.3452 -0.7546 0.6 0.4 1.3
O -3.3015 2.1823 -0.7743 0.1 -0.5 -0.7
O -2.0748 0.6589 -1.7405 -1.1 0.1 -1.5
O -1.7483 1.1637 0.2845 -0.7 0.5 0.3
N -1.0481 -0.1461 -5.3661 3.3 4.6 -3.1
O -1.0243 0.0527 -6.6224 -0.7 -1.0 1.4
O -0.3356 0.5783 -4.6393 0.5 0.4 0.3
O -1.7164 -0.9354 -4.7966 -3.7 -4.2 1.2
N 1.1536 -3.0988 -3.1367 4.4 1.4 1.0
O 1.4292 -4.0692 -3.8575 -1.5 -0.9 -0.7
O 0.3534 -2.2120 -3.4228 -3.8 0.5 -2.3
O 1.9242 -2.7793 -2.2427 0.5 -1.2 1.5
N 2.9417 0.4938 2.3950 -1.3 -0.2 0.3
O 3.5793 1.1096 3.2132 1.9 1.6 1.8
O 1.7137 0.4497 2.5068 -3.1 0.0 0.5
O 3.4349 -0.1342 1.5166 2.4 -1.8 -2.7
```
Forces are in eV/Å.

For the total energy, the calculation gives -4770.199595 hartree. The calculation puts the energy above the lowest of the compared OMol25 structures with the same formula, charge and spin at 0.0 kJ/mol. As for the expectation value of S²: 20.02. The maximum force is 6.75 eV/A. The value obtained for the highest occupied orbital energy (spin up / spin down) is 2.15 / 2.20 eV. As for the total charge: -4. The value obtained for the LUMO energy (spin up / spin down) is 8.4 / 8.4 eV. The spin multiplicity is 9.

(5)
ORCA calculation (ωB97M-V with the def2-TZVPD basis set) on a molecular structure, FeH12O6.

```
19
Properties=species:S:1:pos:R:3:forces:R:3
Fe -31.8142 24.1648 -16.7824 0.0 -0.1 0.2
O -31.4470 26.1500 -16.0603 0.2 0.1 0.1
H -30.5652 26.5095 -16.2328 -0.1 0.1 0.0
H -31.8190 26.6993 -15.3549 0.0 -0.1 -0.1
O -30.2198 23.3732 -15.6080 0.2 -0.1 0.0
H -30.1361 23.4202 -14.6440 -0.1 0.0 -0.1
H -29.4180 22.9381 -15.9328 -0.1 0.0 0.0
O -33.1618 23.6343 -15.2077 -0.1 0.2 0.3
H -33.4297 22.7743 -14.8538 0.0 0.0 -0.2
H -33.6266 24.2941 -14.6733 0.0 -0.1 0.0
O -32.3075 22.2481 -17.6844 0.0 -0.2 -0.2
H -32.6256 22.1097 -18.5878 0.0 0.0 0.1
H -32.0638 21.3675 -17.3630 0.0 0.1 0.0
O -33.2941 25.0466 -18.0057 -0.1 0.0 -0.2
H -33.2042 25.9234 -18.4083 0.0 -0.1 0.1
H -34.0937 24.6448 -18.3754 0.0 0.1 0.1
O -30.3419 24.5042 -18.3124 0.2 -0.1 -0.3
H -30.5047 24.0993 -19.1767 0.1 0.1 0.1
H -29.4463 24.8682 -18.3699 -0.1 0.0 0.1
```
Forces are in eV/Å.

For the total energy, the calculation gives -1721.831154 hartree. The calculation puts the energy above the lowest of the compared OMol25 structures with the same formula, charge and spin at 3.4 kJ/mol. As for the expectation value of S²: 6.01. The maximum force is 0.39 eV/A. The value obtained for the highest occupied orbital energy (spin up / spin down) is -19.06 / -17.30 eV. As for the total charge: +2. The value obtained for the LUMO energy (spin up / spin down) is -7.0 / -7.0 eV. The spin multiplicity is 5.

(6)
ORCA calculation (ωB97M-V with the def2-TZVPD basis set) on 6 unconnected molecules or ions with the total composition H10IO5 in a non-equilibrium geometry.

```
16
Properties=species:S:1:pos:R:3:forces:R:3
I -0.7217 0.1890 0.7892 -0.3 0.0 0.5
O -1.2977 3.7010 -0.1328 -0.2 1.0 1.4
H -1.2307 4.4090 0.5512 0.1 -0.5 -1.0
H -1.5377 2.9600 0.4462 0.2 -0.5 -0.5
O -0.2527 0.9750 -2.4938 0.4 0.2 -1.5
H -0.3407 0.9690 -1.5418 0.2 -0.1 0.7
H 0.6863 0.8730 -2.7208 -0.6 0.0 0.5
O -1.8727 -2.5680 -1.4398 -2.3 0.2 -0.9
H -2.7857 -2.2050 -1.6338 1.6 -0.7 0.0
H -1.7377 -2.1560 -0.5928 0.7 0.4 0.8
O 1.3503 -2.7030 0.5552 1.3 -1.2 -0.3
H 0.8223 -2.0180 0.9312 -0.9 1.2 0.3
H 2.2653 -2.3970 0.6142 -0.4 0.0 -0.1
O 2.4463 0.2590 2.3762 1.1 1.5 1.1
H 2.6973 -0.5550 2.0092 0.6 -1.7 -0.8
H 1.5093 0.2670 2.2832 -1.6 0.2 -0.3
```
Forces are in eV/Å.

For the total energy, the calculation gives -679.994544 hartree. The calculation puts the energy above the lowest of the compared OMol25 structures with the same formula, charge and spin at 71.0 kJ/mol. The maximum force is 2.43 eV/A. The value obtained for the highest occupied orbital energy is -4.84 eV. As for the total charge: -1. The value obtained for the LUMO energy is 3.3 eV. The spin multiplicity is 1.

(7)
ORCA calculation (ωB97M-V with the def2-TZVPD basis set) on a molecular structure, H10KO5 in a non-equilibrium geometry.

```
16
Properties=species:S:1:pos:R:3:forces:R:3
K -20.1718 -3.6866 6.3266 -1.5 -2.3 2.5
O -19.6652 -2.7794 8.1168 -3.8 3.7 7.2
H -20.3457 -2.1495 8.3546 -0.7 0.5 0.2
H -19.0249 -2.7199 8.8258 -0.3 0.5 1.7
O -19.9267 -3.4653 4.3590 1.2 1.1 -5.8
H -20.2321 -2.7030 3.8671 0.2 0.5 -0.5
H -19.6903 -4.1052 3.6875 0.3 -0.2 -0.5
O -21.8904 -4.4917 5.2089 -0.2 -5.5 -5.0
H -22.3031 -4.2163 4.3904 -0.2 0.1 -0.5
H -22.1799 -5.3958 5.3312 -0.3 -0.8 -0.1
O -18.1104 -3.4961 6.9468 5.6 -1.3 -1.5
H -18.6364 -3.1434 7.6646 2.4 -0.6 -2.0
H -17.2135 -3.2356 7.1561 0.5 -0.3 -0.4
O -22.6848 -3.1497 6.6348 -1.6 3.7 3.6
H -22.3677 -3.8892 6.1164 -1.2 0.5 0.8
H -22.9478 -2.4970 5.9859 -0.4 0.3 0.2
```
Forces are in eV/Å.

For the total energy, the calculation gives -981.705589 hartree. The calculation puts the energy above the lowest of the compared OMol25 structures with the same formula, charge and spin at 754.1 kJ/mol. The maximum force is 8.92 eV/A. The value obtained for the highest occupied orbital energy is -14.62 eV. As for the total charge: +1. The value obtained for the LUMO energy is -3.6 eV. The spin multiplicity is 1.

(8)
ORCA calculation (ωB97M-V with the def2-TZVPD basis set) on a molecular structure, H10LiO5 in a non-equilibrium geometry.

```
16
Properties=species:S:1:pos:R:3:forces:R:3
Li 23.3190 13.0450 52.6310 -0.4 -0.6 -1.0
O 23.9230 14.2260 53.7850 2.2 -0.9 4.4
H 24.4160 13.8890 54.6600 -2.0 0.8 -2.6
H 24.5330 14.9270 53.5780 0.1 0.8 -0.7
O 23.2030 14.7020 51.2520 5.9 0.6 -0.3
H 22.5100 14.7610 50.7090 -5.7 0.1 -2.5
H 23.8080 14.9850 50.4530 -0.3 -0.8 2.8
O 22.7480 11.3140 51.6860 5.5 -2.9 6.9
H 23.0010 10.3700 52.2510 -2.1 3.9 -3.5
H 22.1690 11.4690 51.0260 -3.3 -1.0 -3.3
O 25.5130 12.5030 52.0430 1.2 -3.1 -0.9
H 26.3010 13.0040 52.1830 0.7 1.3 0.4
H 26.0210 11.6430 51.7800 -2.0 1.8 0.5
O 21.0670 13.3240 53.1970 4.2 3.1 2.8
H 20.4820 12.8740 52.7140 -3.8 -2.6 -2.9
H 20.8880 14.2740 53.1210 -0.2 -0.5 0.1
```
Forces are in eV/Å.

For the total energy, the calculation gives -389.522958 hartree. The calculation puts the energy above the lowest of the compared OMol25 structures with the same formula, charge and spin at 245.1 kJ/mol. The maximum force is 9.27 eV/A. The value obtained for the highest occupied orbital energy is -15.58 eV. As for the total charge: +1. The value obtained for the LUMO energy is -3.4 eV. The spin multiplicity is 1.

Q: Look up the spin multiplicity of the second one.
A: 1

Q: Which formula does entry 7 have?
A: H10KO5